The following is a quantum chemistry calculation of C34H18Cl2MgN8S3 as an isolated structure at a distorted geometry, from the OMol25 dataset.

Structure (XYZ):
```
66
Properties=species:S:1:pos:R:3:forces:R:3:lowdin_charge:R:1
Mg -0.745503 0.456448 0.164467 1.3 -0.4 -0.3 0.510
C 0.088376 -2.189715 6.365012 0.3 0.5 0.2 -0.093
C 0.806095 -0.985651 6.577980 -0.1 -0.5 0.1 -0.098
C 1.019900 -0.073735 5.547443 0.5 -0.3 1.0 -0.033
C 0.451209 -0.337113 4.332019 -0.8 -0.4 -1.1 -0.115
C 0.409944 0.386171 3.055639 0.8 1.6 -2.1 -0.278
N -0.443875 -0.186723 2.157966 0.3 -0.1 1.6 0.031
C -0.882719 -1.484198 2.765320 0.4 -0.1 -1.6 -0.548
N -2.646959 -1.850786 1.247490 2.9 -1.4 0.9 -0.618
C -1.458135 -2.438726 0.331104 -0.1 1.1 1.8 -0.639
C -1.848087 -3.642325 -0.461485 -0.7 -0.1 -1.0 -0.173
C -2.035431 -4.970857 -0.156789 0.8 -0.4 0.3 -0.031
C -2.211336 -5.892053 -1.198507 -0.5 -0.8 1.2 -0.115
C -2.497260 -5.478779 -2.471545 0.2 0.6 -0.6 -0.103
C -2.409457 -4.104154 -2.770696 -0.4 -1.1 0.0 -0.015
C -1.996028 -3.221716 -1.803600 0.2 -0.8 1.2 -0.114
C -1.476216 -1.867333 -1.862528 -0.6 3.0 0.7 -0.297
N -1.436102 -1.148853 -2.996339 1.0 -1.8 1.1 0.151
C -0.552205 -0.131817 -2.995566 -0.7 1.5 0.1 -0.283
N -0.217727 0.709818 -1.943592 0.3 -0.9 -1.2 0.084
C 0.714789 1.599171 -2.452942 0.2 0.3 -0.2 -0.327
N 1.507001 2.446358 -1.815656 0.2 -0.4 0.5 0.167
C 1.694725 2.425255 -0.498678 0.1 1.1 0.3 -0.320
N 1.043808 1.681268 0.455999 -0.3 0.1 1.1 0.089
C 1.537613 2.021201 1.717466 -0.8 -0.4 -2.4 -0.315
N 1.246556 1.436655 2.862245 -1.0 -1.5 1.9 0.145
C 2.525422 3.051576 1.574620 1.3 0.8 -1.0 -0.100
C 3.431579 3.676757 2.482825 -1.4 -1.3 -0.6 -0.041
C 4.383309 4.501064 1.950467 0.7 0.2 0.8 -0.145
C 4.486533 4.774326 0.580436 -0.4 0.0 0.2 -0.132
C 3.636382 4.185205 -0.317159 -0.6 0.3 -0.7 -0.054
C 2.655694 3.312768 0.154807 -0.6 -1.0 1.3 -0.099
C 0.847185 1.432184 -3.880822 -0.8 0.0 1.0 -0.136
C 1.481979 2.220565 -4.815995 0.3 0.2 -0.6 -0.035
C 1.263223 1.865427 -6.130750 0.9 1.6 -0.8 -0.139
C 0.468660 0.813327 -6.536365 -0.5 -0.3 -1.4 -0.150
C -0.093757 0.018119 -5.596374 -1.6 -2.0 0.6 -0.062
C 0.034191 0.339857 -4.247305 0.6 0.5 0.8 -0.106
N -1.127652 -1.416210 -0.607064 -0.3 -1.5 -1.5 -0.014
C -0.313638 -1.467550 4.125976 -0.4 -1.5 0.9 -0.200
C -0.496527 -2.430118 5.124462 -0.6 -0.5 0.0 -0.045
H 0.006579 -2.926450 7.179696 -0.1 0.5 -0.4 0.093
H 1.199382 -0.746315 7.571702 0.0 -0.3 -0.3 0.088
H 1.678323 0.764379 5.712412 -0.2 0.3 -0.1 0.103
H -1.914141 -5.365245 0.850842 0.0 0.3 -0.1 0.107
H -2.228847 -6.962398 -0.930937 0.0 0.6 -0.2 0.098
H -2.738875 -6.226832 -3.237134 0.0 0.5 0.2 0.096
H -2.757962 -3.792114 -3.723551 0.3 0.5 -0.8 0.096
H 3.335541 3.419132 3.542271 0.3 0.3 -0.3 0.102
H 5.122911 4.914537 2.626759 0.0 0.2 0.0 0.081
H 5.186752 5.510519 0.248581 0.5 0.2 -0.2 0.076
H 3.654887 4.464945 -1.374676 0.1 -0.3 0.3 0.105
H 2.058172 3.110773 -4.539360 -0.2 -0.5 -0.1 0.110
H 1.674531 2.469711 -6.935253 0.1 0.2 0.2 0.084
H 0.185373 0.676703 -7.607458 0.6 0.0 0.9 0.102
H -0.691560 -0.861977 -5.897538 0.2 0.6 0.3 0.111
H -1.179409 -3.310073 4.970831 1.0 1.0 0.0 0.114
S -3.964220 -1.274900 0.458143 -1.7 0.3 -0.9 0.428
C -2.374352 -1.789077 2.577697 -0.7 0.1 -1.2 -0.855
S -3.605606 -1.887752 3.738813 1.0 0.4 -0.2 0.489
S -0.102908 -2.848577 1.581602 -1.3 1.0 0.4 0.952
Cl -1.973296 4.471701 -1.333327 -0.3 -1.0 0.0 0.488
C -2.738495 2.852182 -1.116595 -0.2 0.5 1.3 -0.858
Cl -2.589397 2.276869 0.628959 0.0 0.4 -1.0 0.556
H -2.284345 2.079018 -1.711308 0.4 0.1 -0.4 0.004
H -3.804597 2.946132 -1.295161 0.1 0.0 0.0 0.026
```
Forces are in eV/Å.

Calculated values
Relative energy (zero: lowest compared OMol25 entry of this formula, charge and spin): 22.3 kcal/mol
Net charge: -2
LUMO (alpha / beta): 0.1545 / 0.1564 Ha